# 1
DFT (the ωB97M-V functional and the def2-TZVPD basis) results for C24H26N2O9S in the gas phase.

Structure (ORCA input):
```
! RIJCOSX wB97M-V def2-TZVPD def2/J DEFGRID3
* xyz 0 1
C 3.05529 3.43969 -0.63143
C 4.29209 3.05380 0.16645
H 5.08501 2.70289 -0.50162
H 4.65192 3.89252 0.76553
O 3.99014 2.02120 1.10908
C 4.08076 0.75968 0.69795
O 4.43521 0.42825 -0.40542
C 3.67250 -0.19622 1.79639
H 4.52927 -0.81689 2.06162
H 3.34622 0.37769 2.66227
C 2.53559 -1.11592 1.30375
N 3.05872 -2.05699 0.34448
S 2.23553 -3.46700 0.10042
O 2.93690 -4.18732 -0.91750
O 2.02542 -4.06341 1.38324
C 0.63975 -2.95326 -0.54470
C -0.37482 -2.67324 0.33380
C -1.57229 -2.12391 -0.13147
C -1.72252 -1.89743 -1.51049
C -0.69186 -2.23505 -2.39634
C 0.48933 -2.74714 -1.91010
H 1.30796 -3.00509 -2.56312
H -0.82834 -2.07588 -3.45621
N -2.88580 -1.33691 -1.97104
C -3.86141 -0.95134 -1.13182
C -3.78681 -1.12114 0.21619
C -2.62889 -1.75106 0.81583
O -2.51620 -1.95746 2.02849
C -4.93595 -0.62669 1.04615
O -5.89546 -0.10530 0.53560
O -4.82545 -0.80811 2.35003
H -3.96739 -1.26721 2.55634
H -4.74270 -0.48997 -1.55572
H -2.98941 -1.19433 -2.96678
H -0.25475 -2.87397 1.38660
H 3.51233 -1.65259 -0.45976
C 1.37776 -0.28695 0.78174
C 1.32496 0.13968 -0.53140
C 0.25154 0.89341 -0.98744
C -0.79116 1.22639 -0.14356
C -0.74638 0.79500 1.20379
C 0.33886 0.05760 1.64450
H 0.38478 -0.27425 2.66912
O -1.81031 1.15254 1.96061
C -1.82588 0.78968 3.32396
H -1.00060 1.25808 3.86957
H -1.78119 -0.29606 3.44732
H -2.77448 1.15943 3.70899
O -1.89483 1.94542 -0.48855
C -1.88830 2.70807 -1.67805
C -2.38574 1.93154 -2.89527
H -3.38918 1.56188 -2.70226
H -2.41439 2.59253 -3.75742
H -1.73189 1.09145 -3.11789
H -0.88950 3.12139 -1.86395
H -2.57464 3.53594 -1.47736
H 0.24760 1.21442 -2.01704
H 2.11503 -0.10872 -1.22259
H 2.19486 -1.73041 2.14394
H 2.25007 3.72602 0.04085
H 3.28952 4.27419 -1.28609
H 2.72362 2.59688 -1.23221
*
```

LUMO energy = -0.40 eV
E_HOMO = -8.3 eV
SMILES = CCOC(=O)C[C@H](NS(=O)(=O)c1ccc2[nH]cc(C(=O)O)c(=O)c2c1)c1ccc(OCC)c(OC)c1
Energy relative to the best compared isomer or geometry (same formula, charge and spin) = 0.0000 eV
E_tot = -2115.0740 Ha
HOMO-LUMO gap = 7.95 eV


# 2
DFT (the ωB97M-V functional and the def2-TZVPD basis) results for 13 unconnected molecules or ions with the total composition C52H104O26S13 in a non-equilibrium geometry.

Structure (ORCA input):
```
! RIJCOSX wB97M-V def2-TZVPD def2/J DEFGRID3
* xyz 0 1
C -2.42088 -4.04411 3.82057
C -1.74837 -4.97363 4.85472
C -0.29205 -4.71767 4.73320
S 0.16867 -4.61520 2.95404
O 0.48488 -5.90237 2.32903
O 1.04178 -3.43202 2.69457
C -1.59210 -4.20281 2.47375
H -2.43567 -3.01504 4.17960
H -3.43336 -4.35682 3.56525
H -1.84343 -6.03596 4.62999
H -2.16020 -4.79203 5.84745
H 0.39237 -5.45363 5.15514
H -0.04040 -3.77481 5.21880
H -1.85071 -5.11160 1.93031
H -1.65330 -3.41430 1.72368
C 4.41398 1.75495 -0.24940
C 3.55485 3.03517 -0.47957
C 4.31494 3.99703 -1.42783
S 5.35005 3.00773 -2.47601
O 6.70082 3.33651 -2.06155
O 4.89836 2.91899 -3.85819
C 4.97766 1.36425 -1.59575
H 3.83277 0.96112 0.21978
H 5.15495 1.96113 0.52297
H 3.26999 3.47740 0.47510
H 2.67402 2.73306 -1.04610
H 5.02788 4.68203 -0.96894
H 3.65946 4.53259 -2.11458
H 5.81365 0.67474 -1.71325
H 4.15362 0.99644 -2.20713
C -4.44324 -1.67387 -3.07728
C -5.24451 -2.44414 -4.09573
C -6.10990 -1.37959 -4.85490
S -5.02474 0.13521 -4.95413
O -5.61236 1.31992 -4.25631
O -4.45519 0.07485 -6.27747
C -3.79204 -0.55894 -3.85973
H -3.71154 -2.35412 -2.64144
H -5.18682 -1.35363 -2.34746
H -5.84698 -3.19531 -3.58496
H -4.57397 -3.00671 -4.74533
H -6.98019 -1.16275 -4.23549
H -6.30487 -1.63226 -5.89713
H -3.51358 0.25415 -3.18932
H -2.91696 -0.84384 -4.44382
C -6.32873 -1.12161 2.47587
C -4.88367 -1.11023 2.15284
C -4.22850 -0.88750 3.58669
S -5.19243 0.57385 4.18758
O -4.55841 1.73215 3.57212
O -5.45125 0.48066 5.63029
C -6.68606 0.13766 3.27812
H -6.49633 -2.01491 3.07756
H -6.94255 -1.28648 1.59035
H -4.63101 -0.35341 1.41022
H -4.53798 -2.08319 1.80364
H -3.14424 -0.79951 3.65561
H -4.56717 -1.68456 4.24857
H -7.06869 0.95951 2.67292
H -7.51453 -0.15318 3.92399
C -1.75798 -5.90510 -1.76928
C -0.68795 -5.97708 -0.72548
C 0.41617 -6.88737 -1.23389
S 0.43698 -6.44479 -3.09287
O 0.10692 -7.66903 -3.88115
O 1.54691 -5.55374 -3.34844
C -1.08121 -5.38400 -2.99174
H -2.55360 -5.18796 -1.56733
H -2.25235 -6.87403 -1.83906
H -1.09198 -6.28644 0.23845
H -0.37629 -4.95372 -0.51640
H 0.35862 -7.97563 -1.21211
H 1.36236 -6.55546 -0.80650
H -1.60814 -5.48290 -3.94077
H -0.76432 -4.34433 -2.90953
C 5.60082 -2.29789 0.09004
C 4.31274 -3.23154 -0.02526
C 4.38699 -4.34873 1.04776
S 5.79549 -4.01508 2.17131
O 6.39858 -5.30233 2.51684
O 5.31524 -3.08639 3.22430
C 6.72048 -3.00538 0.92794
H 5.42660 -1.32936 0.55875
H 5.92425 -2.04225 -0.91898
H 4.36756 -3.69906 -1.00838
H 3.36053 -2.70110 -0.02010
H 4.80910 -5.15206 0.44395
H 3.57355 -4.76553 1.64164
H 7.25474 -3.67388 0.25283
H 7.39791 -2.28992 1.39410
C 0.87974 -0.07667 0.67238
C -0.05611 1.15366 0.42822
C -1.39097 0.61592 -0.05491
S -0.96520 -0.90483 -1.01738
O -1.24518 -0.76861 -2.44170
O -1.49544 -2.04911 -0.26196
C 0.85133 -0.84350 -0.66863
H 0.53606 -0.68099 1.51189
H 1.86341 0.25225 1.00750
H 0.36851 1.76464 -0.36833
H -0.22830 1.81364 1.27844
H -2.05021 1.23491 -0.66349
H -2.08327 0.32353 0.73460
H 1.25223 -0.21389 -1.46296
H 1.18141 -1.88081 -0.72453
C 3.04415 -2.03599 -3.69563
C 2.19190 -2.67445 -4.93030
C 2.91754 -2.28629 -6.27514
S 4.71282 -2.46110 -5.78757
O 5.48327 -1.28517 -6.23900
O 5.06867 -3.86468 -6.05676
C 4.59668 -2.22249 -3.96631
H 2.71740 -2.38362 -2.71559
H 2.96217 -0.94915 -3.68364
H 1.13874 -2.39429 -4.95194
H 2.19571 -3.74593 -4.73026
H 2.78419 -1.21481 -6.42435
H 2.70103 -2.79499 -7.21452
H 5.14369 -1.30154 -3.76451
H 5.15651 -3.03749 -3.50756
C -3.71408 4.21411 -0.36409
C -4.76201 4.65427 -1.31933
C -5.57857 3.49453 -1.71125
S -5.52231 2.15881 -0.44038
O -4.78893 1.04815 -0.97494
O -6.76577 1.90503 0.27211
C -4.33868 3.20828 0.58803
H -3.22457 5.08358 0.07466
H -2.93524 3.74333 -0.96399
H -4.27491 5.21714 -2.11557
H -5.43913 5.31505 -0.77805
H -5.34351 3.10547 -2.70195
H -6.65528 3.66421 -1.70690
H -3.78819 2.64016 1.33789
H -4.95952 3.82739 1.23561
C -0.89076 0.44380 6.49444
C -1.98713 1.52743 6.14367
C -1.47018 2.65086 5.20348
S 0.32363 2.25713 4.93612
O 1.11953 3.01025 5.89916
O 0.61916 2.38396 3.53150
C 0.24598 0.48892 5.42236
H -1.27409 -0.57302 6.40936
H -0.32671 0.66688 7.40008
H -2.28204 1.91215 7.11995
H -2.95541 1.08547 5.90872
H -1.67145 3.68360 5.48814
H -2.06657 2.44915 4.31368
H 1.21040 0.02351 5.62575
H -0.09438 0.05181 4.48364
C -1.63620 3.10231 -5.22652
C -0.52314 3.24326 -6.26225
C 0.77535 3.02184 -5.51744
S 0.49310 1.74580 -4.26505
O 0.94266 2.26360 -2.95458
O 0.93448 0.41604 -4.64320
C -1.38448 1.76618 -4.44036
H -2.65172 3.04415 -5.61821
H -1.56457 3.98863 -4.59612
H -0.56123 4.22764 -6.72878
H -0.72838 2.48060 -7.01347
H 0.96731 3.87761 -4.87020
H 1.59131 2.80607 -6.20719
H -1.84806 1.57794 -3.47198
H -1.61250 0.89205 -5.05027
C 3.62839 1.14919 3.42832
C 4.17059 0.76223 4.79099
C 5.53027 1.53418 5.16392
S 5.23361 3.16608 4.47321
O 6.26373 3.46713 3.45979
O 4.80743 4.09513 5.50533
C 3.73875 2.62834 3.52255
H 2.59127 0.81718 3.38091
H 4.23823 0.65307 2.67329
H 4.19512 -0.31469 4.95754
H 3.32590 0.98197 5.44391
H 6.28312 1.06131 4.53327
H 5.99116 1.46415 6.14920
H 3.71697 3.29599 2.66122
H 2.88167 2.82038 4.16802
C -0.20173 5.91155 1.73235
C 0.13770 4.74827 0.84709
C 0.18460 5.36543 -0.55877
S 1.15316 6.93289 -0.36939
O 0.42954 8.05934 -0.96930
O 2.55415 6.64902 -0.69629
C 0.86302 6.98955 1.43926
H -0.32540 5.59255 2.76726
H -1.17331 6.31477 1.44680
H -0.58885 3.95733 1.03316
H 1.13891 4.35663 1.02684
H -0.81724 5.61664 -0.90707
H 0.54121 4.73634 -1.37435
H 0.74345 8.01453 1.79029
H 1.76354 6.55354 1.87178
*
```

LUMO energy = -0.43 eV
E_HOMO = -9.7 eV
Energy relative to the best compared isomer or geometry (same formula, charge and spin) = 5.9258 eV
E_tot = -9176.1257 Ha
HOMO-LUMO gap = 9.31 eV


# 3
DFT (the ωB97M-V functional and the def2-TZVPD basis) results for a molecular structure, C10H22CeCl2O3P in a non-equilibrium geometry.

Structure (ORCA input):
```
! RIJCOSX wB97M-V def2-TZVPD def2/J DEFGRID3
* xyz 3 1
C -0.53901 -4.63790 -3.89684
C -0.27987 -3.70713 -2.76338
H -1.60726 -4.81277 -4.02904
H -0.05313 -5.61031 -3.73250
H -0.14100 -4.25014 -4.84498
O -1.04862 -2.96109 -2.12988
Cl 1.45477 -3.68047 -2.28697
Ce -0.01777 -1.42901 -0.26985
P -0.51458 1.22280 -1.37002
C -1.81019 2.45604 -1.46727
C 0.94246 2.30565 -1.27176
H 0.38082 -0.13610 -3.18129
H -0.29476 1.45450 -3.74870
H -1.38017 0.07294 -3.30306
C -0.43987 0.59372 -3.07591
H 1.84778 1.68598 -1.30575
H 0.90132 3.03131 -2.10091
H -1.58347 3.15036 -2.28060
H -1.87028 2.99707 -0.52012
H 0.95010 2.81533 -0.29714
H -2.77680 1.98044 -1.62736
C -2.05512 -0.16310 0.16880
O -2.93506 0.34680 0.72182
Cl 2.39488 -0.68452 -0.50952
C -0.46086 1.82166 3.58186
C 0.34616 1.40156 2.36677
O 0.25509 -0.07878 2.07138
C 0.80231 -0.92012 3.18204
C 2.02759 -0.28308 3.77697
H -1.47121 1.39522 3.50595
H -0.54754 2.91213 3.64708
H 0.03460 1.53114 4.52142
H 0.00564 1.91470 1.45865
H 1.39573 1.62439 2.47946
H -0.01908 -1.03265 3.91735
H 1.04329 -1.91617 2.77330
H 1.81207 0.67010 4.26009
H 2.43768 -0.93966 4.55846
H 2.81337 -0.14083 3.02149
*
```

LUMO energy (alpha / beta) = -14.42 / -14.47 eV
E_HOMO (alpha / beta) = -20.2 / -20.2 eV
Energy relative to the best compared isomer or geometry (same formula, charge and spin) = 0.0000 eV
E_tot = -2355.7030 Ha
HOMO-LUMO gap (alpha / beta) = 5.80 / 5.75 eV


# 4
DFT (the ωB97M-V functional and the def2-TZVPD basis) results for 2 unconnected molecules or ions with the total composition C9H11BrN in a non-equilibrium geometry.

Structure (ORCA input):
```
! RIJCOSX wB97M-V def2-TZVPD def2/J DEFGRID3
* xyz 1 1
C 2.14780 1.55722 -0.08537
C 1.24861 1.84440 -1.04235
C 1.88894 0.52469 0.90108
C -0.04264 1.24859 -1.07719
C 0.64466 -0.06643 0.82491
C -0.40108 0.36793 -0.00289
C 0.14634 -1.02139 1.87798
C -1.58882 -0.10118 0.52063
C -0.86582 -1.19310 -2.53003
N -1.33597 -0.94154 1.75352
Br -3.45126 0.29128 0.14881
H 3.09618 2.07445 -0.02411
H 1.47649 2.50895 -1.90355
H 2.68971 -0.00628 1.30974
H -0.56417 1.53381 -1.99556
H 0.45201 -2.13689 1.75560
H 0.51252 -0.83334 3.01050
H -1.17389 -1.39866 -3.51811
H 0.02944 -0.63428 -2.36002
H -1.48416 -1.36524 -1.66663
H -1.81813 -1.79375 1.54677
H -1.60676 -0.45924 2.55628
*
```

LUMO energy (alpha / beta) = -6.09 / -6.37 eV
E_HOMO (alpha / beta) = -10.4 / -10.2 eV
Energy relative to the best compared isomer or geometry (same formula, charge and spin) = 5.7435 eV
E_tot = -2977.8210 Ha
HOMO-LUMO gap (alpha / beta) = 4.35 / 3.80 eV